Record 1
DFT (wB97M-V/def2-TZVPD) results for a 2-piece molecular cluster, C2H5BrNO overall.

Last column: natural (NBO) charge in e.
CARTESIAN COORDINATES (ANGSTROEM)
1 Br 0.01 1.38 -0.93  -0.07
2 H -0.32 -1.19 -0.22  0.25
3 H -2.93 2.82 0.53  0.54
4 H 0.64 -0.59 1.19  0.23
5 N 1.67 -1.77 -0.10  -0.61
6 H 1.70 -2.21 -1.00  0.44
7 C 0.60 -1.25 0.30  0.15
8 H 2.58 -1.41 0.39  0.46
9 O -2.18 2.69 -0.09  -0.63
10 C -1.76 1.52 -0.07  0.23

Summary:
Total charge = +1
Gap between HOMO and LUMO = 7.93 eV
Spin multiplicity = 1
Electronic energy = -75724.8616 eV

---

Record 2
DFT (wB97M-V/def2-TZVPD) results for a 3-piece molecular cluster, C18H26I2NO7 overall.

Last column: natural (NBO) charge in e.
CARTESIAN COORDINATES (ANGSTROEM)
1 H 5.33 -0.47 4.11  0.22
2 H -1.20 -0.99 5.38  0.25
3 O -0.87 -2.48 -6.62  -0.47
4 H -3.73 -1.17 5.14  0.26
5 O 2.90 -1.02 -3.62  -0.59
6 H 5.49 1.27 4.87  0.24
7 O -5.20 1.93 4.07  -0.70
8 C -0.04 -2.66 -7.76  -0.10
9 H 3.84 2.13 3.33  0.25
10 O 1.16 0.45 -3.41  -0.49
11 C 1.81 0.64 2.51  -0.01
12 C -0.24 0.31 -3.56  -0.12
13 C 0.68 -0.27 3.28  0.06
14 H -2.22 2.02 3.36  0.25
15 C -1.15 1.60 3.13  0.07
16 O 0.73 -1.75 -3.53  -0.49
17 H 1.00 -1.35 3.64  0.27
18 H 6.58 0.84 3.34  0.25
19 C -0.99 -1.14 -6.42  0.98
20 H 3.49 -0.87 2.99  0.26
21 C 3.34 0.05 2.27  -0.45
22 C -4.84 1.20 2.85  -0.08
23 H -4.13 1.88 2.18  0.15
24 H -1.64 -1.82 3.73  0.25
25 H 0.99 -1.10 -8.84  0.21
26 C -0.48 -1.12 -3.17  -0.11
27 H -3.20 0.64 5.14  0.22
28 C 1.41 2.14 1.97  -0.12
29 H -4.86 -1.12 3.02  0.25
30 H -1.32 -1.56 -3.72  0.24
31 H -3.31 -0.41 2.20  0.21
32 O -1.77 -0.62 -5.64  -0.61
33 H 1.66 -1.43 -7.22  0.19
34 O -0.13 -0.44 -7.23  -0.48
35 C -1.64 -0.79 4.29  -0.24
36 H -5.85 1.08 2.22  0.22
37 H -0.77 1.01 -2.91  0.19
38 N -0.76 0.20 3.58  -0.35
39 I 3.65 -0.63 0.21  0.24
40 C 0.74 -1.39 -7.82  -0.11
41 H 0.60 -3.54 -7.64  0.21
42 C 1.70 -0.79 -3.53  0.96
43 H -0.68 -2.80 -8.64  0.19
44 C 5.52 0.67 3.84  -0.65
45 H -0.65 -1.24 -2.10  0.17
46 H 2.15 2.84 1.37  0.29
47 H -0.51 0.51 -4.60  0.22
48 C -4.07 -0.23 3.09  -0.46
49 C -0.14 2.64 2.30  -0.22
50 H -0.56 3.69 1.97  0.29
51 H -4.33 2.42 4.32  0.45
52 C -3.21 -0.33 4.48  -0.44
53 C 4.38 1.24 2.77  -0.37
54 I 5.33 2.13 0.99  0.14

Summary:
Total charge = +1
Gap between HOMO and LUMO = 6.12 eV
Spin multiplicity = 1
Electronic energy = -51094.3716 eV

---

Record 3
DFT (wB97M-V/def2-TZVPD) results for an isolated ion of composition C5H13N2S and charge -1.

Last column: natural (NBO) charge in e.
CARTESIAN COORDINATES (ANGSTROEM)
1 H -1.65 1.64 0.29  0.17
2 H -1.51 -0.55 -0.32  0.37
3 H 2.27 -0.45 -1.18  0.18
4 H 3.41 0.91 0.13  0.34
5 H -3.39 1.65 -1.13  0.20
6 C -2.47 1.55 -1.72  -0.62
7 N -0.79 0.02 -0.76  -0.63
8 H -0.51 2.08 -1.03  0.18
9 H 0.10 -2.21 -0.35  0.19
10 C 1.64 0.37 -0.81  -0.22
11 C -1.31 1.39 -0.73  -0.22
12 H 1.18 0.89 -1.66  0.17
13 H -2.62 0.79 -2.49  0.22
14 H 0.34 0.47 0.96  0.18
15 S -0.26 -1.82 2.05  -0.74
16 C 0.43 -0.12 0.02  -0.11
17 N 2.59 1.37 -0.26  -0.85
18 C 0.55 -1.58 0.42  -0.52
19 H 1.59 -1.92 0.52  0.18
20 H 2.14 1.85 0.51  0.35
21 H -2.41 2.50 -2.27  0.19

Summary:
Total charge = -1
Gap between HOMO and LUMO = 6.15 eV
Spin multiplicity = 1
Electronic energy = -19211.6280 eV

---

Record 4
DFT (wB97M-V/def2-TZVPD) results for C10H30FO10SrY as an isolated structure.

Last column: Löwdin charge in e.
CARTESIAN COORDINATES (ANGSTROEM)
1 H 2.74 0.91 0.41  0.11
2 H 2.60 -1.38 3.15  0.14
3 C -0.54 -0.37 -6.29  -0.18
4 H -0.36 0.06 -7.28  0.15
5 H -3.65 0.52 -2.85  0.13
6 O 0.58 2.83 0.29  -0.16
7 H -0.12 -0.87 -3.62  0.05
8 C -3.19 -0.04 -0.96  -0.21
9 F 0.31 -0.64 -0.72  -0.52
10 H 0.52 -0.08 3.49  0.11
11 C -1.60 0.83 3.73  -0.14
12 O 2.26 1.53 -1.38  -0.12
13 Y 1.53 -2.66 -0.93  2.33
14 H -0.70 -2.02 -5.25  0.06
15 H -1.56 1.14 4.77  0.14
16 H 2.42 -3.23 4.44  0.15
17 O 1.80 -1.99 1.41  -0.20
18 O -0.36 0.02 -3.86  -0.22
19 H -3.73 0.95 0.96  0.14
20 H 0.95 -1.69 1.75  0.03
21 O -2.12 1.73 0.33  -0.17
22 C 2.71 1.86 -0.13  -0.22
23 O -2.91 0.43 -2.25  -0.12
24 H -1.62 -0.20 -6.22  0.13
25 C -3.33 1.19 -0.02  -0.22
26 H 1.91 2.73 1.78  0.14
27 H 3.70 2.32 -0.17  0.15
28 H 2.33 3.84 0.60  0.15
29 C 1.90 2.85 0.69  -0.20
30 H -2.06 2.11 1.21  0.06
31 H -2.55 0.34 3.56  0.13
32 C 2.08 -3.37 3.42  -0.23
33 H 1.01 -3.58 3.37  0.14
34 C 2.64 -2.27 2.53  -0.13
35 H 2.48 -5.31 3.56  0.13
36 H -1.18 2.72 3.24  0.13
37 H 3.63 -2.46 2.11  0.15
38 O -0.35 -1.78 -6.11  -0.02
39 O -0.56 -0.97 2.28  -0.12
40 O -1.26 1.86 2.81  -0.08
41 H -3.98 1.95 -0.46  0.14
42 H 0.06 3.43 0.82  0.12
43 H 0.12 1.51 -5.22  0.14
44 H -0.74 -0.29 1.63  0.06
45 H -2.49 -0.73 -0.49  0.10
46 H 1.18 0.19 -5.24  0.12
47 H 2.66 0.73 -1.75  0.09
48 C -0.53 -0.35 3.58  -0.14
49 H -0.70 -1.11 4.34  0.14
50 H -4.10 -0.64 -0.99  0.15
51 C 0.12 0.42 -5.17  -0.18
52 Sr -0.45 1.64 -1.81  1.71
53 O 2.51 -4.59 2.93  -0.04

Summary:
Total charge = +4
Gap between HOMO and LUMO = 3.69 eV
Spin multiplicity = 1
Electronic energy = -35885.0309 eV

---

Record 5
DFT (wB97M-V/def2-TZVPD) results for a 10-piece molecular cluster, C36H80F10N10O22S10 overall.

Last column: Löwdin charge in e.
CARTESIAN COORDINATES (ANGSTROEM)
1 C 23.23 -20.52 -24.03  -0.01
2 C 19.56 -21.42 -24.26  0.05
3 O 13.90 -21.06 -22.81  -0.33
4 N 11.76 -24.58 -23.65  -0.24
5 H 10.14 -23.60 -24.36  0.14
6 N 16.38 -20.93 -23.40  -0.28
7 N 18.44 -22.50 -23.91  0.09
8 H 14.24 -25.57 -25.81  0.12
9 H 21.43 -26.32 -17.68  0.12
10 H 19.12 -20.60 -24.82  0.08
11 C 24.45 -22.60 -23.69  -0.02
12 H 23.18 -20.54 -25.12  0.09
13 H 25.71 -28.00 -17.80  0.13
14 H 15.81 -28.47 -24.58  0.10
15 H 25.68 -28.73 -15.36  0.11
16 N 21.18 -17.95 -28.34  -0.24
17 C 22.09 -26.23 -18.54  -0.21
18 H 16.88 -24.45 -23.26  0.08
19 H 10.29 -25.83 -25.89  0.12
20 C 9.75 -25.74 -24.95  -0.26
21 O 15.28 -26.15 -21.03  -0.35
22 N 23.71 -27.68 -17.25  -0.25
23 H 21.72 -27.97 -22.33  0.08
24 H 16.62 -23.69 -21.79  0.09
25 H 25.19 -17.77 -25.51  0.11
26 F 21.94 -18.37 -26.31  -0.26
27 S 20.61 -18.90 -29.62  0.56
28 H 12.06 -24.53 -25.74  0.13
29 H 21.63 -28.44 -23.88  0.11
30 C 21.43 -25.82 -19.92  -0.04
31 H 28.38 -19.72 -24.08  0.09
32 H 17.69 -26.83 -24.08  0.12
33 H 12.72 -27.18 -24.92  0.11
34 F 20.12 -24.05 -25.91  -0.21
35 H 18.74 -28.75 -21.24  0.10
36 O 21.66 -20.43 -27.68  -0.33
37 C 18.97 -29.14 -24.74  -0.07
38 H 17.67 -21.90 -23.67  0.02
39 H 25.49 -21.51 -21.58  0.12
40 N 21.87 -16.78 -21.24  -0.24
41 H 16.35 -29.54 -23.29  0.12
42 H 22.23 -25.75 -20.65  0.06
43 H 28.27 -18.09 -24.35  0.10
44 H 19.72 -26.39 -22.74  0.13
45 C 17.55 -27.73 -23.47  -0.03
46 H 7.73 -25.48 -24.37  0.08
47 O 17.69 -27.01 -19.46  -0.31
48 O 19.24 -26.13 -26.63  -0.29
49 S 21.98 -17.67 -20.06  0.40
50 C 23.64 -29.34 -15.42  -0.14
51 H 24.94 -25.86 -16.97  0.11
52 H 8.05 -26.37 -25.91  0.09
53 H 17.62 -24.93 -21.69  0.06
54 C 12.00 -23.47 -22.63  0.05
55 C 19.97 -27.19 -23.44  -0.15
56 H 9.93 -26.66 -24.39  0.11
57 H 22.22 -25.33 -23.07  0.05
58 S 20.97 -19.16 -27.38  0.47
59 C 25.28 -19.30 -21.70  -0.15
60 H 22.18 -25.90 -24.71  0.08
61 S 15.18 -25.71 -19.59  0.62
62 O 19.87 -23.61 -22.34  0.12
63 F 20.50 -17.62 -30.55  -0.22
64 C 26.55 -18.99 -22.49  -0.13
65 H 17.31 -29.58 -26.15  0.12
66 C 24.82 -20.76 -21.99  -0.10
67 C 19.16 -29.20 -22.15  0.05
68 H 24.03 -22.68 -24.69  0.09
69 H 18.05 -23.04 -24.67  0.06
70 C 12.27 -25.95 -23.19  -0.09
71 H 18.74 -30.19 -22.30  0.11
72 H 20.87 -26.65 -20.35  0.05
73 H 11.50 -22.61 -23.07  0.11
74 O 16.37 -24.85 -28.14  -0.30
75 H 24.41 -17.84 -23.96  0.08
76 O 14.44 -26.58 -18.71  -0.25
77 O 25.70 -20.71 -25.76  0.17
78 O 14.47 -19.49 -24.59  -0.26
79 C 12.65 -24.35 -24.85  -0.08
80 C 17.43 -24.12 -22.39  0.02
81 H 25.33 -23.25 -23.59  0.09
82 H 22.63 -25.32 -18.29  0.11
83 C 10.25 -24.64 -24.03  -0.10
84 H 11.56 -23.84 -21.71  0.11
85 O 22.57 -19.00 -20.15  -0.32
86 H 20.28 -21.88 -24.95  0.07
87 F 14.69 -21.66 -24.93  -0.23
88 H 17.44 -30.73 -25.10  0.11
89 H 23.33 -26.44 -23.55  0.07
90 N 18.99 -28.33 -23.40  -0.20
91 C 22.74 -28.37 -16.25  -0.06
92 O 21.06 -17.43 -18.95  -0.29
93 C 25.00 -29.29 -16.01  -0.16
94 O 20.84 -18.95 -22.32  -0.32
95 C 13.87 -25.32 -24.81  -0.14
96 N 17.71 -23.91 -26.22  -0.32
97 H 24.68 -29.41 -18.16  0.13
98 H 12.68 -25.91 -22.18  0.12
99 H 23.27 -30.36 -15.33  0.12
100 F 18.02 -19.88 -21.87  -0.20
101 H 19.65 -29.98 -24.66  0.13
102 C 18.73 -23.36 -22.65  -0.30
103 H 23.67 -22.93 -23.01  0.09
104 H 23.19 -19.44 -23.97  0.08
105 H 22.29 -20.95 -23.67  0.10
106 S 16.59 -19.45 -22.54  0.62
107 O 16.87 -18.31 -23.40  -0.25
108 C 21.43 -27.54 -23.29  -0.20
109 H 19.90 -26.91 -24.49  0.10
110 H 14.71 -24.96 -24.23  0.11
111 C 13.28 -26.58 -24.20  -0.13
112 H 27.37 -19.65 -22.23  0.12
113 H 19.32 -28.51 -25.56  0.12
114 C 24.52 -21.06 -23.49  -0.38
115 F 23.26 -16.79 -19.54  -0.26
116 H 23.86 -27.27 -19.27  0.14
117 S 17.12 -26.10 -18.52  0.33
118 H 17.11 -27.52 -22.50  0.11
119 H 23.63 -28.95 -14.40  0.12
120 O 19.74 -19.25 -26.58  -0.30
121 H 23.33 -25.68 -16.21  0.11
122 H 25.43 -19.23 -20.62  0.12
123 S 19.02 -24.75 -26.87  0.62
124 H 25.49 -30.25 -16.20  0.12
125 H 22.28 -27.52 -15.75  0.12
126 H 11.42 -26.62 -23.06  0.11
127 O 19.22 -19.37 -29.65  -0.28
128 C 16.69 -28.92 -24.11  -0.13
129 C 23.02 -27.39 -18.59  -0.13
130 O 15.78 -19.17 -21.36  -0.25
131 C 24.89 -28.62 -17.44  -0.06
132 C 27.72 -19.00 -24.57  -0.04
133 H 13.09 -23.37 -22.64  0.09
134 H 13.05 -23.33 -24.91  0.12
135 H 24.66 -26.74 -15.61  0.10
136 O 17.09 -22.46 -28.12  -0.22
137 S 14.94 -20.60 -23.75  0.47
138 H 25.82 -17.01 -24.01  0.11
139 C 22.27 -26.23 -23.68  -0.06
140 H 23.88 -20.88 -21.45  0.12
141 H 20.23 -29.32 -21.97  0.08
142 H 26.84 -17.95 -22.32  0.13
143 S 20.51 -17.62 -21.79  0.53
144 O 19.49 -24.27 -28.20  -0.25
145 F 18.44 -25.34 -17.96  -0.23
146 H 8.07 -24.58 -25.76  0.09
147 C 26.31 -19.06 -24.04  -0.43
148 H 22.53 -28.35 -18.78  0.13
149 H 27.75 -19.03 -25.66  0.09
150 O 21.62 -19.73 -30.32  -0.32
151 H 20.10 -21.05 -23.39  0.06
152 H 20.79 -24.95 -19.84  0.09
153 H 14.02 -27.20 -23.68  0.10
154 F 15.44 -23.44 -26.43  -0.27
155 C 25.38 -17.91 -24.45  0.02
156 F 14.17 -24.46 -19.85  -0.21
157 C 8.32 -25.52 -25.28  -0.10
158 S 16.84 -23.69 -27.39  0.49
159 F 20.41 -16.71 -23.08  -0.18
160 C 17.56 -29.65 -25.09  -0.15
161 H 24.50 -18.60 -22.00  0.10
162 O 16.64 -26.61 -17.23  -0.29
163 C 24.12 -26.38 -16.48  0.04
164 H 21.91 -28.77 -16.83  0.13
165 N 16.54 -24.85 -18.97  -0.21
166 O 19.27 -17.39 -21.16  -0.24
167 N 25.61 -20.38 -24.45  0.15
168 H 9.77 -24.80 -23.06  0.14

Summary:
Gap between HOMO and LUMO = 4.10 eV
Spin multiplicity = 1
Electronic energy = -234080.8849 eV

---

Record 6
DFT (wB97M-V/def2-TZVPD) results for a 6-piece molecular cluster, C12H30IN6O15P overall.

Last column: natural (NBO) charge in e.
CARTESIAN COORDINATES (ANGSTROEM)
1 O -4.85 -5.29 2.20  -0.38
2 C -1.36 -1.00 -3.70  -0.05
3 C 5.28 4.46 0.44  -0.48
4 H 4.39 1.54 -5.28  0.24
5 O -1.13 -3.80 -1.48  -0.40
6 H 0.64 -1.03 -2.94  0.21
7 H 6.85 -1.86 -3.84  0.26
8 O -5.70 -3.60 1.19  -0.39
9 C 4.53 0.64 -4.69  -0.36
10 H -3.58 -4.48 0.13  0.25
11 H 5.13 -1.79 -4.17  0.24
12 H -2.18 -1.10 -3.00  0.16
13 N -4.34 0.36 4.45  0.55
14 H -5.38 -4.22 4.29  0.23
15 O -4.42 0.78 5.58  -0.37
16 H -2.86 1.79 4.07  0.24
17 C 1.37 1.20 -4.41  -0.71
18 H 4.28 4.57 0.85  0.23
19 O -5.00 -0.56 4.01  -0.40
20 O 6.67 6.31 0.31  -0.38
21 C -4.06 2.06 8.46  -0.48
22 H -0.68 1.43 -4.02  0.22
23 O -2.18 -2.34 -0.30  -0.38
24 H -0.77 -2.81 -3.34  0.47
25 H 1.64 2.25 -4.44  0.25
26 H 5.69 3.50 0.70  0.24
27 H 4.72 -0.16 -5.38  0.23
28 O 3.86 1.76 -0.67  -0.25
29 C 0.18 1.07 -3.46  -0.40
30 H -3.12 -5.15 -1.47  0.23
31 O -1.03 -2.32 -4.12  -0.72
32 N -5.40 -4.21 2.19  0.54
33 N -2.85 2.93 8.43  0.54
34 C -5.71 -3.57 3.49  -0.49
35 N -2.12 -3.40 -0.89  0.54
36 H 0.30 1.76 -2.64  0.22
37 O 6.24 5.49 2.25  -0.38
38 O 3.23 1.61 -2.69  -0.69
39 H 5.69 -2.19 -2.56  0.25
40 C 5.94 -0.15 -2.95  0.79
41 P 2.89 0.33 -3.85  1.27
42 O 5.61 0.87 -3.81  -0.50
43 H -6.79 -3.42 3.53  0.24
44 H -0.49 -0.22 -1.91  0.22
45 H -5.19 -2.62 3.52  0.26
46 N 6.13 5.51 1.05  0.54
47 O 6.32 0.14 -1.82  -0.54
48 N 3.11 1.20 -1.36  0.36
49 H -4.13 -3.67 -1.36  0.24
50 C 5.89 -1.58 -3.42  -0.76
51 H -3.85 1.16 7.90  0.24
52 H 1.14 0.92 -5.43  0.25
53 C -3.34 -4.25 -0.90  -0.48
54 O -1.88 2.52 7.82  -0.38
55 H -4.27 1.83 9.50  0.23
56 C -0.19 -0.33 -2.95  -0.45
57 O -2.91 3.98 9.01  -0.38
58 H 2.85 -0.62 -2.84  0.02
59 C -3.36 1.00 3.53  -0.49
60 H -4.87 2.62 8.01  0.23
61 I 2.40 -1.63 -5.50  -0.38
62 H 5.27 4.60 -0.64  0.23
63 H -1.65 -0.46 -4.58  0.17
64 H -2.67 0.23 3.21  0.24
65 H -3.92 1.39 2.69  0.24

Summary:
Gap between HOMO and LUMO = 8.67 eV
Spin multiplicity = 1
Electronic energy = -69955.9946 eV

---

Record 7
DFT (wB97M-V/def2-TZVPD) results for C29H43FeN4O5Sb2Si2 as an isolated structure.

Last column: Löwdin spin population.
CARTESIAN COORDINATES (ANGSTROEM)
1 N -4.16 -2.65 -1.49  0.00
2 H 0.93 4.04 6.86  0.00
3 C 2.10 -0.04 -0.66  0.01
4 H -4.00 2.94 4.05  0.00
5 C 0.30 -5.32 -0.49  0.00
6 C 3.29 1.43 -2.28  0.00
7 H 6.59 -0.50 -1.74  0.00
8 H 0.02 -3.60 1.55  0.00
9 H -2.81 -1.11 -2.94  0.00
10 H 0.47 5.68 0.06  0.00
11 H -3.80 -0.20 0.69  0.00
12 O 2.06 -1.17 -0.13  0.04
13 H -0.59 -0.37 3.76  0.00
14 H 2.36 1.95 -2.43  0.00
15 H 0.64 -6.03 -1.26  0.00
16 H -0.45 -3.81 -5.20  0.00
17 H 1.03 -0.25 -5.08  0.00
18 Sb -0.43 3.29 0.94  0.00
19 C -1.94 3.23 4.43  0.00
20 C -2.96 -4.85 0.47  0.00
21 H -2.71 -5.87 -2.08  0.00
22 O -1.50 -1.60 0.63  0.14
23 C 4.53 -0.28 -1.03  0.00
24 N -3.51 -5.80 0.78  0.00
25 H -1.38 -5.88 -3.20  0.00
26 C 1.64 3.17 1.55  0.00
27 C -3.34 -3.01 -0.79  0.00
28 C -0.87 4.65 2.60  0.00
29 N 6.61 1.06 -3.78  0.00
30 O 6.39 1.75 -4.77  0.00
31 H -0.90 -2.28 -6.01  0.00
32 C 0.12 3.88 6.17  0.00
33 C 5.52 0.90 -2.85  0.00
34 H 4.47 2.41 -3.83  0.00
35 H 2.27 2.67 0.79  0.00
36 C -3.05 2.82 3.54  0.00
37 H 4.53 -1.06 -0.32  0.00
38 Si -0.50 -1.78 -3.61  0.02
39 C 1.09 -0.87 -4.17  0.00
40 H -2.40 0.85 0.64  0.00
41 C 3.37 0.41 -1.30  0.00
42 C -3.37 0.72 1.09  0.00
43 C 5.62 -0.03 -1.84  0.00
44 C -0.96 -3.38 2.00  0.00
45 H -1.17 5.38 -0.56  0.00
46 H 1.96 -1.52 -4.21  0.00
47 H 1.05 4.91 4.60  0.00
48 C -1.03 -2.89 -5.11  0.00
49 H -0.93 2.77 7.64  0.00
50 Fe -0.11 -1.19 -0.57  3.65
51 H -2.57 -4.58 -3.20  0.00
52 O 1.04 0.67 -0.84  0.03
53 C 4.40 1.66 -3.06  0.00
54 C -0.89 4.10 4.01  0.00
55 H 1.15 -4.71 -0.19  0.00
56 H 1.06 -2.98 -2.12  0.01
57 O 7.70 0.49 -3.59  0.00
58 H -2.07 -3.19 -4.93  0.00
59 Si -0.91 -4.17 -1.35  0.01
60 C -1.98 -0.65 -3.44  0.00
61 C -2.25 -3.68 -0.02  0.00
62 C -0.03 -2.71 -2.07  0.05
63 H -0.83 -2.54 2.71  0.00
64 H -1.71 0.26 -2.88  0.00
65 H -0.53 1.37 3.63  0.00
66 C -0.18 4.92 -0.38  0.00
67 H -2.30 -0.30 -4.44  0.00
68 C -2.00 2.81 5.76  0.00
69 H -1.81 5.10 2.31  0.00
70 H -2.85 2.23 6.11  0.00
71 H -0.57 0.36 2.14  0.00
72 H -0.09 5.40 2.54  0.00
73 H -3.09 3.34 2.57  0.00
74 C -0.94 3.12 6.61  0.00
75 N -1.93 -2.86 1.12  0.02
76 Sb -3.06 0.63 3.19  0.00
77 H -0.13 -5.89 0.33  0.00
78 H 2.03 4.17 1.74  0.00
79 C -0.92 0.49 3.16  0.00
80 H -4.04 1.56 0.91  0.00
81 H 1.81 2.63 2.47  0.00
82 H -1.36 -4.27 2.51  0.00
83 C 0.16 4.39 4.88  0.00
84 H 0.24 4.63 -1.35  0.00
85 H 1.31 -0.10 -3.41  0.00
86 C -1.95 -5.23 -2.55  0.00

Summary:
Total charge = -1
Gap between HOMO and LUMO (alpha / beta) = 5.83 / 6.51 eV
Spin multiplicity = 5
Electronic energy = -110184.7535 eV